# 1
The following is a DFT calculation (the ωB97M-V functional and the def2-TZVPD basis) of a cluster of 14 separate species, C32H75BF4N6O7 in total in a non-equilibrium geometry.

```
! wB97M-V def2-TZVPD RIJCOSX def2/J DEFGRID3
* xyz 0 1
C -1.260 -2.614 -0.588
C -0.538 -1.240 -0.927
C 0.455 -0.675 0.233
N 0.205 0.754 0.441
C -1.055 1.042 1.207
C 0.404 1.770 -0.692
C 0.923 2.968 0.015
C 1.647 2.574 1.298
C 1.342 1.185 1.397
H -2.095 -2.861 -1.313
H -1.616 -2.765 0.439
H -0.608 -3.462 -0.567
H -1.460 -0.578 -0.893
H 0.089 -1.466 -1.778
H 1.558 -0.885 -0.282
H 0.136 -1.213 1.122
H -0.877 2.061 1.564
H -1.207 0.576 1.955
H -2.027 0.963 0.614
H -0.643 2.041 -1.022
H 1.008 1.518 -1.549
H 0.128 3.714 0.098
H 1.470 3.364 -0.795
H 1.309 3.321 2.181
H 2.792 2.800 1.206
H 1.437 0.688 2.365
H 2.303 0.818 1.098
B -3.664 3.712 -0.844
F -4.456 2.625 -0.691
F -4.180 4.846 -0.309
F -2.466 3.511 -0.142
F -3.387 3.850 -2.206
C -3.000 0.772 -3.572
C -1.488 0.670 -3.780
N -0.284 0.565 -3.903
H -3.355 1.747 -4.046
H -3.624 0.051 -4.100
H -3.261 0.814 -2.579
C -0.840 0.290 6.349
C 0.166 -0.301 5.304
N 0.860 -0.774 4.472
H -1.472 1.021 5.686
H -1.319 -0.339 6.886
H -0.035 0.856 7.000
C 3.721 5.905 0.586
C 4.407 4.667 0.143
N 5.065 3.799 -0.311
H 4.265 6.898 0.632
H 2.882 6.119 0.165
H 3.391 5.737 1.707
C -3.014 2.640 3.558
C -1.534 2.861 3.830
N -0.367 2.878 3.943
H -3.646 3.470 3.887
H -3.234 2.720 2.492
H -3.425 1.834 4.093
C -6.116 -0.213 -0.950
C -5.448 -1.320 -1.575
N -4.830 -2.052 -2.057
H -6.238 0.730 -1.717
H -6.933 -0.497 -0.486
H -5.486 0.318 -0.162
C 3.071 -3.631 0.234
C 3.785 -2.471 0.768
O 3.242 -1.699 1.837
H 3.711 -4.138 -0.318
H 2.176 -3.197 -0.300
H 2.839 -4.207 1.168
H 4.047 -1.728 0.111
H 4.677 -2.938 0.963
H 3.927 -1.069 2.091
C -3.531 -5.161 -0.192
C -4.332 -4.606 0.960
O -3.664 -5.054 2.148
H -3.741 -6.218 -0.241
H -2.468 -4.886 -0.090
H -3.811 -4.763 -1.149
H -5.380 -4.979 0.982
H -4.201 -3.622 1.022
H -4.219 -5.470 2.499
C -0.022 4.559 -3.339
C -0.549 4.739 -4.729
O 0.514 5.045 -5.613
H 0.883 3.839 -3.048
H -0.877 4.287 -2.672
H 0.053 5.688 -3.080
H -1.577 5.304 -4.790
H -0.786 3.893 -5.087
H 0.237 5.092 -6.561
C -1.497 -2.618 -4.616
C -1.228 -4.123 -4.465
O -2.413 -4.819 -4.198
H -1.775 -1.985 -3.623
H -2.268 -2.375 -5.160
H -0.579 -2.179 -5.144
H -0.471 -4.224 -3.703
H -0.718 -4.647 -5.381
H -2.386 -5.664 -3.918
C 3.077 1.635 -3.794
C 4.214 1.325 -2.796
O 3.999 0.020 -2.300
H 3.004 0.927 -4.653
H 3.428 2.669 -4.077
H 2.155 1.628 -3.298
H 4.384 2.161 -1.929
H 5.214 1.410 -3.236
H 4.815 -0.179 -1.965
C -1.164 -5.248 4.899
C -0.493 -4.352 3.880
O -0.938 -4.238 2.620
H -0.776 -4.978 5.904
H -0.980 -6.359 4.771
H -2.337 -5.108 4.783
H 0.652 -4.391 3.895
H -0.538 -3.324 4.161
H -1.829 -4.860 2.445
C 5.293 1.337 1.994
C 6.223 0.440 2.743
O 5.505 -0.529 3.339
H 5.895 2.144 1.629
H 4.517 1.801 2.467
H 5.001 0.799 1.060
H 6.758 0.877 3.567
H 7.096 0.217 2.075
H 5.672 -0.657 4.265
*
```

Its energy relative to the best compared isomer or geometry (same formula, charge and spin) is 2.800 eV. For the HOMO-LUMO gap, the calculation gives 9.10 eV.

Results of the Mulliken charge analysis, in e, for atoms 1 through 6: C -1.796; C 0.761; C -0.026; N 1.622; C -2.103; C 1.039

# 2
The following is a DFT calculation (the ωB97M-V functional and the def2-TZVPD basis) of a cluster of 4 separate species, C32H76BN4O9 in total.

```
! wB97M-V def2-TZVPD RIJCOSX def2/J DEFGRID3
* xyz 1 1
C 1.591 3.952 3.574
C 0.601 3.506 2.504
C 1.030 3.747 1.046
C 2.522 3.635 0.725
C 3.065 2.221 0.932
C 4.340 1.837 0.165
C 5.380 2.922 -0.110
C 6.337 3.312 1.030
C 6.513 2.344 2.211
C 6.555 3.194 3.480
C 6.155 2.412 4.753
O 6.366 1.032 4.606
C 5.191 0.238 4.558
C 5.549 4.312 3.135
B 5.265 5.552 4.126
C 5.435 7.066 3.780
O 4.749 5.194 5.342
N 5.930 4.624 1.710
O 7.053 5.490 1.635
H 1.210 3.735 4.573
H 1.770 5.029 3.531
H 2.551 3.438 3.485
H -0.332 4.046 2.675
H 0.365 2.449 2.647
H 0.524 3.010 0.415
H 0.668 4.724 0.717
H 2.649 3.917 -0.326
H 3.073 4.380 1.318
H 2.276 1.547 0.599
H 3.172 1.989 1.996
H 4.045 1.412 -0.797
H 4.853 1.022 0.681
H 6.030 2.580 -0.916
H 4.897 3.824 -0.500
H 7.305 3.561 0.602
H 7.406 1.743 2.060
H 5.663 1.667 2.276
H 7.558 3.614 3.599
H 6.774 2.756 5.588
H 5.108 2.610 5.012
H 4.416 0.671 3.914
H 4.773 0.107 5.561
H 5.474 -0.736 4.165
H 4.592 3.780 3.029
H 6.337 7.454 4.272
H 4.611 7.620 4.238
H 5.489 7.346 2.728
H 5.288 4.788 6.037
H 5.186 5.098 1.193
H 7.138 5.883 2.518
C 3.207 -5.254 1.442
O 1.839 -4.913 1.488
C 1.213 -5.146 2.747
C 0.670 -3.852 3.303
N 1.754 -2.947 3.672
C 1.314 -1.601 4.011
C 0.669 -0.773 2.905
O 1.574 -0.424 1.863
C 1.677 -1.365 0.811
H 3.545 -5.081 0.422
H 3.810 -4.649 2.129
H 3.367 -6.308 1.691
H 1.927 -5.596 3.444
H 0.390 -5.849 2.597
H 0.071 -4.065 4.193
H 0.003 -3.420 2.548
H 2.411 -2.897 2.903
H 2.178 -1.045 4.388
H 0.598 -1.674 4.836
H 0.341 0.173 3.347
H -0.215 -1.259 2.482
H 0.738 -1.906 0.674
H 2.470 -2.100 0.977
H 1.904 -0.818 -0.106
C -5.745 0.003 -1.175
O -5.756 -1.401 -1.051
C -5.253 -2.096 -2.188
C -4.016 -2.882 -1.821
N -2.917 -1.988 -1.486
C -1.722 -2.650 -0.984
C -1.828 -3.408 0.334
O -2.066 -2.579 1.462
C -3.427 -2.290 1.732
H -6.200 0.409 -0.273
H -4.731 0.406 -1.278
H -6.329 0.335 -2.041
H -5.027 -1.394 -2.995
H -6.026 -2.780 -2.546
H -3.724 -3.498 -2.677
H -4.286 -3.565 -1.003
H -3.243 -1.315 -0.803
H -0.940 -1.893 -0.878
H -1.377 -3.357 -1.746
H -0.869 -3.903 0.515
H -2.591 -4.194 0.288
H -4.076 -3.113 1.423
H -3.769 -1.377 1.237
H -3.524 -2.152 2.809
C -4.204 -1.718 -6.090
O -5.475 -1.824 -5.483
C -6.261 -0.641 -5.540
C -7.503 -0.862 -6.373
N -7.154 -1.079 -7.766
C -8.274 -1.399 -8.641
C -9.026 -2.697 -8.375
O -8.242 -3.856 -8.585
C -7.562 -4.353 -7.452
H -3.687 -2.659 -5.912
H -4.272 -1.545 -7.169
H -3.617 -0.905 -5.649
H -5.670 0.179 -5.959
H -6.554 -0.371 -4.520
H -8.134 0.030 -6.302
H -8.065 -1.694 -5.923
H -6.465 -1.819 -7.821
H -7.898 -1.433 -9.666
H -8.993 -0.574 -8.592
H -9.857 -2.753 -9.082
H -9.453 -2.720 -7.365
H -8.140 -4.188 -6.537
H -6.575 -3.898 -7.317
H -7.429 -5.425 -7.594
*
```

For the HOMO-LUMO gap, the calculation gives 7.09 eV.

Results of the Mulliken charge analysis, in e, for atoms 1 through 6: C -0.641; C 0.155; C -1.254; C -0.408; C 1.767; C -1.706

# 3
The following is a DFT calculation (the ωB97M-V functional and the def2-TZVPD basis) of a cluster of 15 separate species, C32H77BrN6O9 in total in a non-equilibrium geometry.

```
! wB97M-V def2-TZVPD RIJCOSX def2/J DEFGRID3
* xyz 0 1
C 5.302 -5.253 0.538
C 4.088 -5.965 1.104
N 2.848 -5.734 0.366
C 1.916 -4.784 0.660
C 0.872 -4.889 -0.301
N 1.196 -5.949 -1.128
C 2.469 -6.363 -0.794
C 0.388 -6.400 -2.179
H 5.063 -4.199 0.397
H 5.671 -5.755 -0.357
H 6.082 -5.121 1.289
H 3.972 -5.721 2.160
H 4.253 -7.040 1.172
H 2.103 -4.087 1.463
H -0.033 -4.307 -0.394
H 3.072 -7.072 -1.343
H -0.654 -6.520 -1.883
H 0.776 -7.339 -2.575
H 0.488 -5.592 -2.904
Br -0.427 0.133 -0.598
C -0.797 -3.934 2.864
C -1.006 -2.696 1.965
O 0.152 -2.097 1.586
H -0.399 -3.726 3.857
H -0.063 -4.646 2.487
H -1.764 -4.418 3.000
H -1.629 -1.969 2.487
H -1.663 -2.877 1.115
H -0.133 -1.476 0.912
C -4.487 -0.345 2.781
C -3.585 0.876 2.423
O -3.440 1.064 1.068
H -4.029 -1.322 2.626
H -5.465 -0.383 2.301
H -4.612 -0.342 3.864
H -2.626 0.948 2.937
H -4.085 1.783 2.764
H -2.543 0.848 0.803
C 4.791 -0.826 0.774
C 3.751 -0.018 -0.027
O 4.303 0.330 -1.308
H 4.410 -0.970 1.785
H 5.695 -0.226 0.885
H 5.053 -1.754 0.267
H 3.326 0.835 0.502
H 2.848 -0.608 -0.190
H 3.610 0.787 -1.790
C 3.463 2.037 -4.217
C 2.082 1.448 -3.957
O 2.053 1.332 -2.511
H 4.313 1.445 -3.878
H 3.490 2.947 -3.617
H 3.635 2.322 -5.255
H 1.982 0.489 -4.466
H 1.261 2.098 -4.260
H 1.164 1.080 -2.251
C -1.287 7.080 -2.723
C -1.377 5.756 -2.012
O -0.707 4.692 -2.731
H -1.384 7.848 -1.956
H -1.950 7.240 -3.573
H -0.288 7.187 -3.147
H -2.392 5.487 -1.721
H -0.793 5.885 -1.101
H -0.272 4.156 -2.064
C -3.865 -1.744 -0.739
C -5.367 -1.510 -0.349
O -6.186 -1.900 -1.400
H -3.596 -2.791 -0.601
H -3.256 -1.108 -0.096
H -3.700 -1.504 -1.790
H -5.494 -0.445 -0.157
H -5.554 -2.036 0.588
H -5.952 -2.826 -1.505
C -2.332 4.169 0.942
C -3.833 4.433 0.658
O -4.265 5.645 1.268
H -1.811 3.598 0.173
H -2.148 3.683 1.900
H -1.775 5.105 0.955
H -4.514 3.641 0.969
H -4.065 4.409 -0.407
H -4.309 5.608 2.226
C 1.723 5.403 0.317
C 1.616 3.852 0.213
O 0.692 3.492 -0.760
H 2.715 5.631 0.707
H 0.958 5.815 0.975
H 1.753 5.961 -0.619
H 1.385 3.456 1.201
H 2.559 3.377 -0.058
H 0.681 2.534 -0.829
C 1.337 -0.195 5.739
C 0.746 -0.847 4.542
O 1.722 -1.271 3.641
H 1.759 0.698 5.279
H 2.108 -0.765 6.258
H 0.651 0.237 6.467
H 0.139 -0.139 3.977
H 0.177 -1.719 4.863
H 1.294 -1.640 2.865
C 2.953 -2.310 -2.488
C 4.298 -2.859 -2.692
N 5.366 -3.320 -2.836
H 2.729 -2.372 -1.423
H 2.230 -2.760 -3.168
H 3.101 -1.290 -2.844
C -1.198 -0.960 -3.976
C -0.844 -2.261 -3.408
N -0.615 -3.277 -2.909
H -1.956 -0.462 -3.373
H -1.725 -1.142 -4.913
H -0.214 -0.500 -4.067
C -3.150 2.049 -2.517
C -3.821 1.364 -3.584
N -4.339 0.759 -4.408
H -3.392 1.488 -1.615
H -3.514 3.074 -2.583
H -2.065 2.002 -2.606
C -0.936 2.814 4.459
C -0.096 3.937 4.097
N 0.559 4.813 3.712
H -1.993 3.070 4.387
H -0.708 2.508 5.480
H -0.714 1.921 3.875
*
```

For the HOMO-LUMO gap, the calculation gives 8.18 eV.

Results of the Mulliken charge analysis, in e, for atoms 1 through 6: C -0.641; C -0.827; N 0.230; C -0.629; C -0.835; N 0.187

Summary of electronic energy in eV
-69208.07346; -59470.21184; -131839.59688
(order as listed above)
Summary of LUMO energy in eV
0.1982; -2.5581; -0.8007
(order as listed above)
Summary of HOMO in eV
-8.897; -9.653; -8.976
(order as listed above)